Molecular formula: C29H30Br2F3N3O2
Method: DFT, ωB97M-V/def2-TZVPD

Results
**HOMO-LUMO gap**: 7.98 eV
**LUMO energy**: -1.42 eV
**E_tot**: -187358.19926 eV
**SMILES**: CC[C@@H](C)C1=CC(=O)C(CC[C@@](F)(Br)C(F)(F)Br)=CC1=O.c1ccncc1.c1ccncc1.c1ccncc1

Last column: natural (NBO) charge in e.
Geometry (Å):
C  -4.86652  1.78379  -1.40757  -0.632
C  -4.12087  3.18850  -1.65656  -0.412
C  -2.53716  3.05642  -1.61923  -0.243
C  -1.76168  4.30669  -2.27681  -0.605
C  -1.92680  2.75520  -0.18140  -0.030
C  -0.53107  2.50978  -0.12681  -0.258
C  0.15993  2.15441  1.26043  0.545
O  1.35840  2.37968  1.47622  -0.539
C  -0.80471  1.45551  2.32819  -0.054
C  -0.09610  0.47756  3.36034  -0.446
C  -0.65202  -1.03309  3.20156  -0.472
C  -0.24529  -1.76873  1.84350  0.291
F  0.52515  -0.99764  0.94790  -0.344
Br  0.92016  -3.33443  2.34700  0.042
C  -1.47515  -2.40181  1.04777  0.593
F  -2.10017  -3.43084  1.76561  -0.324
F  -0.94244  -2.91611  -0.16773  -0.339
Br  -2.86326  -1.10057  0.51808  0.051
C  -2.18028  1.71474  2.29257  -0.254
C  -2.75054  2.68024  1.16592  0.523
O  -3.80993  3.27649  1.39675  -0.505
H  -5.71856  1.73444  -2.15886  0.225
H  -4.17747  0.90731  -1.62420  0.202
H  -5.33699  1.71793  -0.37888  0.218
H  -4.50918  4.01742  -0.97292  0.232
H  -4.39143  3.49708  -2.72518  0.208
H  -2.26815  2.15276  -2.27402  0.218
H  -0.72010  3.95641  -2.55692  0.209
H  -1.73895  5.19579  -1.57961  0.221
H  -2.31612  4.52622  -3.25416  0.219
H  0.09385  2.52372  -1.06935  0.238
H  1.03707  0.51979  3.32780  0.261
H  -0.38915  0.78135  4.42639  0.240
H  -1.77851  -1.08215  3.39467  0.242
H  -0.17236  -1.61707  4.06053  0.257
H  -2.84139  1.21844  3.07617  0.241
C  -4.98234  -3.31118  -3.28663  -0.169
C  -3.95972  -2.55588  -2.73292  -0.253
C  -3.75559  -1.27419  -3.21697  0.023
N  -4.48712  -0.71919  -4.19415  -0.420
C  -5.46848  -1.47047  -4.71401  0.032
C  -5.75584  -2.76073  -4.29789  -0.261
H  -5.17456  -4.31829  -2.93406  0.218
H  -3.33504  -2.95305  -1.94311  0.224
H  -2.96943  -0.64387  -2.81310  0.190
H  -6.04287  -0.99786  -5.50404  0.194
H  -6.56285  -3.32064  -4.75307  0.221
C  5.59510  -2.84389  -0.92469  -0.173
C  4.34048  -2.67632  -0.35815  -0.263
C  4.07618  -3.30451  0.84805  0.025
N  4.96314  -4.07111  1.50017  -0.418
C  6.16842  -4.21831  0.93094  0.034
C  6.53199  -3.62959  -0.26950  -0.266
H  5.84060  -2.36738  -1.86743  0.217
H  3.58374  -2.07185  -0.84234  0.219
H  3.10847  -3.20350  1.33163  0.196
H  6.86484  -4.84449  1.47894  0.194
H  7.52136  -3.78194  -0.68183  0.222
C  4.38032  1.86002  1.62818  -0.175
C  5.09465  2.62576  2.53858  -0.266
C  6.33252  2.16461  2.95592  0.029
N  6.88204  1.01693  2.53445  -0.422
C  6.17081  0.29472  1.65642  0.029
C  4.92641  0.67079  1.17513  -0.260
H  3.40836  2.19078  1.27906  0.245
H  4.69863  3.56042  2.91538  0.218
H  6.92947  2.73001  3.66418  0.189
H  6.63750  -0.62949  1.33424  0.193
H  4.39890  0.04971  0.46615  0.215



Molecular formula: C4H6OS
Method: DFT, ωB97M-V/def2-TZVPD

Results
**HOMO-LUMO gap (alpha / beta)**: 5.84 / 6.77 eV
**Multiplicity**: 3
**LUMO energy (alpha / beta)**: 0.89 / -2.60 eV
**E_tot**: -17119.89890 eV
**Energy above the lowest of the compared OMol25 structures with the same formula, charge and spin**: 115.21 kcal per mole

Last column: natural (NBO) charge in e.
Geometry (Å):
C  0.35977  1.39205  -0.31405  -0.489
C  -0.60279  0.87520  0.78924  -0.507
C  0.03664  -0.04340  -0.31438  -0.058
C  0.72052  -1.40155  -0.24055  -0.654
O  -2.50532  -0.91636  0.23237  -0.781
S  -1.87545  0.22541  -0.42011  1.047
H  -0.06969  2.19959  -0.93148  0.237
H  1.37940  1.81342  -0.07657  0.247
H  -0.36135  1.04981  1.90139  0.244
H  0.58077  -2.12261  -1.07365  0.248
H  0.41007  -1.98670  0.63950  0.244
H  1.92743  -1.08486  -0.19172  0.222



Molecular formula: C10H8O2
Method: DFT, ωB97M-V/def2-TZVPD

Results
**HOMO-LUMO gap**: 7.59 eV
**LUMO energy**: -0.45 eV
**E_tot**: -14590.48583 eV
**Energy above the lowest of the compared OMol25 structures with the same formula, charge and spin**: 105.01 kcal per mole

Last column: natural (NBO) charge in e.
Geometry (Å):
C  -2.16133  0.28630  0.13652  0.264
C  -2.10143  -1.07579  0.18798  -0.225
C  -0.93163  -1.83536  0.02583  -0.207
C  0.25267  -1.14583  -0.00022  -0.029
C  1.52875  -1.82126  -0.14270  -0.229
C  2.63997  -0.98676  -0.03321  -0.174
C  2.70978  0.42756  -0.05012  -0.313
C  1.49031  0.99680  -0.08625  0.342
C  0.25914  0.28816  -0.05933  -0.123
C  -0.96270  0.93896  -0.07125  -0.201
H  -4.08523  0.23434  -0.70807  0.490
H  -3.16815  -1.53589  0.31871  0.204
H  -0.94316  -2.94078  0.13709  0.223
H  1.48064  -2.86882  0.29118  0.219
H  3.62481  -1.42019  0.12901  0.204
H  3.72408  0.82684  -0.07598  0.238
H  2.01785  2.85892  1.08438  0.456
H  -0.97900  1.99892  -0.00686  0.242
O  -3.42842  0.87358  -0.09620  -0.703
O  1.17679  2.42768  0.01957  -0.677



Molecular formula: C29H29IN7O4Zn
Method: DFT, ωB97M-V/def2-TZVPD

Results
**Net charge**: -1
**HOMO-LUMO gap**: 7.48 eV
**LUMO energy**: 2.31 eV
**E_tot**: -105687.74714 eV
**Energy above the lowest of the compared OMol25 structures with the same formula, charge and spin**: 7.35 kcal per mole

Last column: Mulliken charge in e.
Geometry (Å):
Zn  1.31833  0.26561  -0.17012  0.168
C  0.88119  -4.05317  -0.70154  -1.438
C  1.32718  -2.68440  -0.29958  1.142
N  0.69069  -1.63201  -0.66924  0.907
N  -0.40771  -1.71231  -1.43468  -0.857
C  -0.63114  -0.48671  -1.96514  0.278
O  0.18738  0.45804  -1.94344  -0.765
C  -1.95502  -0.28167  -2.62070  0.695
C  -2.88818  -1.30818  -2.72946  -0.030
C  -4.13422  -1.05877  -3.28448  -0.746
C  -4.45509  0.21689  -3.73208  -0.346
C  -3.52401  1.24177  -3.62704  -0.626
C  -2.27681  0.99340  -3.07370  -0.579
C  2.54381  -2.40648  0.48908  0.241
C  3.25973  -3.37579  1.19257  -0.672
C  4.36297  -2.98310  1.93213  -0.470
C  4.72837  -1.64606  1.96497  -0.693
C  3.97286  -0.74584  1.22601  -0.305
N  2.93599  -1.12652  0.50037  -0.167
H  -0.17076  -4.18663  -0.44254  0.227
H  1.46938  -4.84407  -0.24169  0.369
H  0.94237  -4.15666  -1.78763  0.361
H  -2.62197  -2.29107  -2.36593  0.386
H  -4.86133  -1.85803  -3.36185  0.378
H  -5.43195  0.41197  -4.15797  0.388
H  -3.77468  2.23835  -3.96965  0.394
H  -1.53743  1.77558  -2.95803  0.415
H  2.94782  -4.41022  1.18120  0.263
H  4.92637  -3.72010  2.49153  0.418
H  5.57457  -1.30277  2.54361  0.420
H  4.17838  0.31946  1.20332  0.496
N  -0.58247  2.94765  0.44437  -0.688
C  -1.43558  1.96265  0.43227  0.332
O  -1.14666  0.73920  0.56707  0.017
C  -2.92862  2.24369  0.22910  -1.259
I  -3.88978  2.82327  2.06978  -0.133
H  1.50153  2.49891  0.18514  0.287
H  -1.05316  3.84099  0.33269  0.169
H  -3.45644  1.35326  -0.09736  0.325
H  -3.11622  3.07348  -0.44653  0.608
C  -3.01217  -2.05538  0.93700  -1.294
C  -2.49841  -2.15040  2.34174  0.765
C  -1.62710  -3.16298  2.72767  -0.367
C  -1.11582  -3.22170  4.01521  -0.518
C  -1.46084  -2.25211  4.94452  0.313
N  -0.89620  -2.28000  6.25271  -0.094
C  0.43205  -2.48591  6.53803  0.109
O  0.80527  -3.03204  7.56570  -0.727
N  1.31620  -2.01932  5.59365  -0.006
C  1.06517  -0.93138  4.70820  -0.200
C  0.58719  0.28157  5.18012  -0.266
C  0.34864  1.29938  4.27458  -1.124
C  0.60771  1.08152  2.92790  -0.613
N  1.06981  -0.08524  2.47803  0.819
C  1.28609  -1.06077  3.34473  -0.404
C  -2.33788  -1.23920  4.57913  -0.396
C  -2.84898  -1.19446  3.29342  -0.385
H  -2.67344  -2.89915  0.33580  0.205
H  -2.61691  -1.15060  0.46809  0.001
H  -4.10390  -2.01600  0.91399  0.493
H  -1.33558  -3.91346  2.00122  0.223
H  -0.43120  -4.01235  4.30042  0.421
H  -1.50333  -2.47107  7.03238  0.252
H  2.27044  -2.27794  5.78211  0.244
H  0.39958  0.40963  6.23990  0.476
H  -0.03540  2.25749  4.59875  0.498
H  0.44032  1.85083  2.18189  0.439
H  1.63889  -2.01024  2.95041  0.445
H  -2.57994  -0.46132  5.29348  0.385
H  -3.50080  -0.37710  3.00742  0.262
O  2.22916  1.85259  0.16252  -0.864



Molecular formula: C15H26N3O5Si2Tm
Method: DFT, ωB97M-V/def2-TZVPD

Results
**Net charge**: +2
**HOMO-LUMO gap (alpha / beta)**: 5.15 / 4.82 eV
**Multiplicity**: 3
**LUMO energy (alpha / beta)**: -8.86 / -9.19 eV
**E_tot**: -75952.81545 eV

Last column: natural (NBO) charge in e.
Geometry (Å):
C  3.42578  -2.20135  0.35734  -0.657
C  3.13184  -1.11322  1.49097  -0.103
O  2.93507  0.18442  0.95346  -0.552
C  4.18556  0.89432  0.83620  -0.085
C  3.97473  2.12548  0.00626  -0.087
O  3.09026  1.77864  -1.01310  -0.526
C  1.92194  2.55909  -1.11290  -0.522
Si  0.38244  1.58767  -1.54902  1.431
O  -0.25905  0.83343  -0.18899  -1.279
Si  -1.92508  0.40703  -0.28841  1.906
C  -2.95852  1.50199  -1.37519  -0.735
N  -4.34899  0.99748  -1.32173  -0.816
C  -2.17396  -1.41547  -0.87998  -0.975
C  -0.99035  -2.25467  -1.02607  0.511
C  -0.51278  -2.53754  -2.38076  -0.748
N  -0.38411  -2.79675  0.00729  -0.926
C  -2.54992  0.46773  1.44945  -0.617
C  -2.17703  -0.48836  2.37094  -0.166
C  -2.69112  -0.39859  3.62229  -0.242
C  -3.54945  0.62171  3.91191  0.081
N  -3.90867  1.57479  3.07831  -0.343
C  -3.38904  1.46079  1.86914  0.086
C  0.85698  0.15796  -2.69794  0.390
O  1.70059  -0.64650  -2.24156  -0.775
O  0.31396  0.03554  -3.80118  -0.630
H  3.62214  -1.73255  -0.59649  0.315
H  2.53435  -2.86582  0.20983  0.181
H  4.20719  -2.85770  0.67740  0.308
H  3.96863  -1.14075  2.15919  0.294
H  2.20144  -1.39149  2.09946  0.065
H  4.60182  1.15119  1.79946  0.219
H  4.89996  0.28133  0.31121  0.203
H  3.67162  2.99239  0.57316  0.198
H  4.92939  2.35539  -0.44095  0.220
H  1.68994  3.12981  -0.21649  0.201
H  2.08017  3.29082  -1.89514  0.239
H  -0.49385  2.56406  -2.20750  -0.144
H  -2.65040  1.45185  -2.40861  0.256
H  -2.87611  2.53029  -1.05004  0.240
H  -4.98115  1.77870  -1.25800  0.392
H  -4.51344  0.38365  -0.53911  0.350
H  -2.80324  -1.88936  -0.14231  0.300
H  -2.70712  -1.38247  -1.81668  0.314
H  -0.88180  -1.82730  -3.09988  0.297
H  -0.93788  -3.49592  -2.65889  0.295
H  0.56246  -2.60504  -2.43655  0.275
H  0.37590  -3.35166  -0.42820  0.383
H  -1.50355  -1.30221  2.12538  0.157
H  -2.44434  -1.11036  4.37877  0.239
H  -3.97413  0.66187  4.89316  0.221
H  -3.66021  2.22583  1.16993  0.202
Tm  0.98112  -1.18016  0.72116  2.158



Molecular formula: C29H22ClGaN4O3
Method: DFT, ωB97M-V/def2-TZVPD

Results
**HOMO-LUMO gap**: 6.28 eV
**LUMO energy**: -1.68 eV
**E_tot**: -107431.91637 eV

Last column: natural (NBO) charge in e.
Geometry (Å):
Ga  -0.63011  -0.37155  0.64535  1.794
C  1.96231  2.30400  2.99804  -0.656
C  0.78213  1.47077  2.51828  0.198
N  0.78513  0.99005  1.29508  -0.305
N  1.69259  1.40409  0.37970  -0.432
C  1.34295  1.07574  -0.84220  0.613
O  0.28342  0.35783  -1.15549  -0.742
C  2.29073  1.63234  -1.81589  -0.135
C  3.54533  2.13919  -1.34541  -0.123
C  4.34309  2.96455  -2.17446  -0.230
C  4.13964  2.88955  -3.52500  -0.179
C  3.02897  2.15469  -4.01235  -0.222
C  2.09978  1.56180  -3.23216  -0.162
C  -0.39551  1.14052  3.22493  0.182
C  -0.80960  1.69568  4.44058  -0.218
C  -2.15574  1.72175  4.79106  -0.132
C  -3.05666  1.14037  3.91555  -0.261
C  -2.65510  0.51572  2.74286  0.092
N  -1.29882  0.51465  2.39104  -0.555
H  2.02572  2.24834  4.06871  0.216
H  2.82479  2.06163  2.42999  0.261
H  1.72631  3.30879  2.77187  0.237
H  3.87601  1.92943  -0.29043  0.233
H  5.14843  3.54897  -1.76783  0.215
H  4.78586  3.40712  -4.17495  0.212
H  2.87559  2.15772  -5.04375  0.208
H  1.23672  1.05449  -3.54778  0.231
H  0.00622  2.20399  5.00234  0.233
H  -2.44720  2.32600  5.66417  0.240
H  -4.13004  1.20821  4.08776  0.235
H  -3.34472  0.00050  2.11806  0.234
Cl  -8.38658  -0.88408  -2.83220  -0.005
C  -6.77675  -1.14318  -2.18579  -0.006
C  -6.10055  -0.02220  -1.78862  -0.252
C  -4.77323  -0.11390  -1.33316  -0.173
C  -4.18043  -1.41299  -1.18731  -0.148
C  -4.91687  -2.54005  -1.59193  -0.165
C  -6.20847  -2.41208  -2.02992  -0.248
C  -2.73533  -1.58019  -0.73531  0.800
O  -2.24218  -2.69562  -0.82379  -0.629
O  -2.23082  -0.48661  -0.25879  -0.863
H  -6.58726  1.00212  -1.76198  0.233
H  -4.23926  0.76420  -0.92583  0.232
H  -4.47339  -3.50393  -1.34674  0.242
H  -6.70381  -3.36618  -2.09185  0.233
C  0.27553  -2.17634  1.07653  -0.940
C  1.60827  -2.24011  0.46872  0.036
C  2.81069  -1.76493  1.13026  -0.264
C  4.00735  -1.80970  0.49118  -0.105
C  4.13907  -2.26149  -0.84170  -0.227
C  2.97936  -2.69565  -1.55526  -0.144
C  1.76423  -2.68810  -0.88671  -0.224
C  5.43723  -2.28133  -1.44771  0.280
N  6.35172  -2.29190  -2.14615  -0.327
H  0.23642  -2.21700  2.19018  0.229
H  -0.47332  -2.80444  0.59635  0.277
H  2.69169  -1.37601  2.16091  0.208
H  4.88558  -1.52366  1.03430  0.210
H  3.06832  -3.09300  -2.55506  0.229
H  0.89454  -3.13857  -1.38032  0.228



Molecular formula: C3H12N2O2
Method: DFT, ωB97M-V/def2-TZVPD

Results
**HOMO-LUMO gap**: 9.91 eV
**LUMO energy**: 0.55 eV
**E_tot**: -10379.87741 eV
**SMILES**: NC[C@@H](N)CO.O
**Energy above the lowest of the compared OMol25 structures with the same formula, charge and spin**: 38.56 kcal per mole

Last column: natural (NBO) charge in e.
Geometry (Å):
N  -0.05047  0.94768  2.92066  -0.830
C  -0.51249  1.17123  1.51065  -0.216
C  0.09940  0.23940  0.48488  -0.092
N  -0.67829  0.24637  -0.74854  -0.835
C  1.53942  0.56960  0.26252  -0.084
O  2.19626  -0.61133  -0.33892  -0.752
H  -0.58013  0.14139  3.24956  0.343
H  -0.42131  1.72129  3.45687  0.354
H  -0.20462  2.16206  1.15714  0.190
H  -1.58604  1.02070  1.58611  0.175
H  0.00590  -0.75256  0.96855  0.170
H  -0.11415  -0.14533  -1.48972  0.354
H  -1.55373  -0.25486  -0.70614  0.368
H  1.80900  1.36452  -0.43938  0.181
H  2.18365  0.70032  1.12851  0.214
H  2.30809  -0.53860  -1.28486  0.461
O  -2.11889  -2.00679  -3.46357  -0.929
H  -2.66229  -2.65993  -3.03394  0.466
H  -1.25745  -2.15829  -3.04742  0.464